A single C4H4F2 molecule at a distorted geometry. Source: the OMol25 dataset; level of theory: ωB97M-V/def2-TZVPD.

Structure (XYZ):
```
10
Properties=species:S:1:pos:R:3:forces:R:3
F -2.50864 1.01607 0.56257 -0.504 0.569 -0.091
F -2.86131 -0.68391 -0.74781 -0.383 -0.176 -0.037
C 0.71961 -0.05817 0.05032 4.934 0.757 -0.826
C -0.41726 -0.32465 0.07870 -8.478 -0.726 1.234
C 2.14602 0.18858 -0.23373 0.944 -0.450 -2.180
C -2.28929 -0.26840 0.36018 5.822 1.139 -2.169
H 2.49177 1.17648 -0.00475 0.101 0.440 1.473
H 2.87559 -0.62418 0.06877 -1.063 1.085 -0.024
H 2.35098 0.37604 -1.35246 -0.847 -1.125 1.101
H -2.50747 -0.79785 1.21821 -0.526 -1.512 1.520
```
Forces are in eV/Å.

The gap between HOMO and LUMO is 10.94 eV. As for the SMILES: CC#CC(F)F. The calculation puts the strongest force on any atom at 8.599 eV Å⁻¹. The total energy is -9643.94471 eV. As for the energy relative to the best compared isomer or geometry (same formula, charge and spin): 57.82 kcal/mol.

Atomic partial charges in e from the Löwdin method, atoms 1 to 4: number 1, F, carries 0.084; number 2, F, carries 0.097; number 3, C, carries -0.183; number 4, C, carries 0.098

=====

C4H7BrFeN as an isolated structure at a distorted geometry. Source: the OMol25 dataset; level of theory: ωB97M-V/def2-TZVPD.

Structure (XYZ):
```
14
Properties=species:S:1:pos:R:3:forces:R:3
Br -1.79916 2.41207 -0.46420 -0.567 -0.631 -0.167
Fe 0.62989 -1.85230 1.75450 -0.488 -0.794 -1.013
N 0.59356 -1.66184 -0.29204 0.759 -0.285 2.147
C -1.85339 0.54496 -0.69920 1.650 1.586 0.588
C 0.25144 -0.42042 0.00436 0.352 0.981 -0.663
C -1.14289 -0.18779 0.44527 -0.106 -0.655 0.236
C 1.28239 0.65289 -0.07623 -0.464 0.018 -0.531
H -1.48674 0.30262 -1.68392 -0.638 -0.519 -0.451
H 1.57579 -1.69913 -0.59188 -0.140 -0.329 -0.558
H -1.15481 0.39542 1.36048 -0.374 0.331 0.128
H 2.04040 0.46259 0.68176 0.266 0.141 0.208
H -1.60242 -1.17479 0.57072 -0.424 -0.143 0.136
H 0.88546 1.64961 0.02810 -0.108 0.250 0.182
H 1.78048 0.57610 -1.03771 0.281 0.050 -0.241
```
Forces are in eV/Å.

Its total charge is +2. The gap between HOMO and LUMO (spin up / spin down) is 4.51 / 5.06 eV. The calculation puts the strongest force on any atom at 2.363 eV Å⁻¹. Its expectation value of S² is 8.77. The total energy is -110157.19701 eV. Its spin multiplicity is 6.

Atomic partial charges in e from the Löwdin method, atoms 1 to 4: number 1, Br, carries 0.876; number 2, Fe, carries 1.443; number 3, N, carries 0.102; number 4, C, carries -0.412

=====

A 6-piece molecular cluster, C12H33Cl6O12P3 overall at a distorted geometry. Source: the OMol25 dataset; level of theory: ωB97M-V/def2-TZVPD.

Structure (XYZ):
```
66
Properties=species:S:1:pos:R:3:forces:R:3
Cl -2.70988 0.56181 -0.48559 -0.149 0.073 -0.237
Cl -3.59409 -3.94218 -0.97370 -0.151 0.162 -0.023
Cl -5.33772 -3.57756 -3.28730 0.173 0.091 -0.105
Cl -1.75107 -5.64460 2.45217 0.045 -0.065 0.096
Cl -1.77392 -1.57105 1.22317 0.051 -0.261 0.111
Cl -0.81936 -5.50282 -0.30282 0.443 -0.284 -0.044
P -1.33945 3.81337 3.11991 1.011 0.241 0.141
P -0.18785 -2.36168 -4.08470 -0.447 -0.102 -0.515
P 3.89386 1.75987 1.72536 0.257 0.287 0.005
O -0.15788 -2.41109 -5.54660 0.076 0.156 -0.237
O -0.64218 -3.71720 -3.42258 0.015 -0.312 0.361
O 1.16688 -1.99699 -3.38912 0.442 -0.076 0.340
O -1.17956 -1.31690 -3.44271 -0.227 -0.138 0.013
O -2.59662 4.43549 3.83657 -0.267 -0.072 0.009
O -0.18597 4.64426 3.78411 -0.434 0.417 0.032
O -1.17607 2.35851 3.19294 -0.327 -0.183 -0.141
O 4.40318 1.77954 0.22593 -0.077 0.210 0.064
O 3.52274 3.05309 2.30397 -0.141 0.166 -0.117
O -1.39727 4.41218 1.65174 -0.104 -0.151 0.072
O 5.13246 1.05295 2.36453 0.283 -0.506 -0.013
O 2.74784 0.67995 1.79182 -0.187 -0.082 0.289
C -3.49305 3.60220 4.55917 -0.897 -0.475 0.107
C -0.09075 -4.96454 -3.92619 -0.059 0.628 0.585
C 2.20907 -1.35036 -4.12636 0.483 0.321 0.009
C 1.20175 4.50244 3.48700 0.382 -0.223 0.152
C 1.34932 1.05102 1.68478 0.582 0.254 -0.304
C 3.56866 2.42822 -0.73393 -0.648 -0.426 -0.323
C -3.84803 -4.32879 -2.66982 -0.330 -0.285 -0.160
C -1.66704 -0.85641 -0.38042 0.217 0.099 -0.087
C -2.40214 -0.97880 -4.12627 0.432 1.537 -0.394
C -0.43216 -5.14903 1.38352 -0.318 0.362 0.040
C 5.14986 0.80797 3.76966 0.063 0.301 0.468
C -2.24854 3.78053 0.69997 -0.300 0.101 -0.941
H 1.01251 0.45497 0.84259 -0.601 -0.057 0.213
H 3.30717 1.69017 -1.49610 0.357 0.128 -0.156
H -2.38966 -1.29887 -5.16694 -0.245 -0.774 0.242
H -3.98585 -5.39801 -2.78896 0.046 -0.024 0.208
H -1.70606 3.06169 0.08974 0.239 -0.033 0.233
H 2.59914 2.74183 -0.33748 0.238 0.211 0.311
H 4.14491 0.64779 4.16082 0.008 -0.118 -0.042
H 3.09354 -1.98578 -4.13014 -0.165 -0.198 -0.134
H -2.61740 4.55029 0.02100 0.052 0.115 0.153
H 0.47972 -5.64495 1.68673 0.006 -0.131 -0.102
H 5.77522 -0.05744 3.96970 -0.086 -0.114 -0.209
H -3.42555 2.56756 4.22150 0.260 -0.001 0.202
H 1.55598 5.31951 2.86165 -0.211 0.003 -0.121
H -1.95786 -1.56375 -1.14438 -0.149 -0.161 0.147
H -0.12792 -5.65733 -3.09029 -0.116 -0.108 -0.089
H -0.70624 -5.28623 -4.75824 0.180 -0.147 -0.162
H -2.99119 -4.00999 -3.24879 -0.018 0.259 0.011
H -0.35153 -4.07127 1.45610 0.113 0.005 0.068
H 1.73184 4.55208 4.43653 -0.008 -0.030 -0.020
H -2.38427 0.11097 -4.24356 -0.070 -0.053 0.364
H -4.52401 3.90920 4.36818 0.196 0.315 -0.176
H 1.24558 2.11121 1.45105 0.025 -0.048 -0.055
H 2.50961 -0.42952 -3.62465 -0.328 0.001 0.112
H -3.12185 3.26358 1.10238 0.170 0.093 0.445
H 0.95283 -4.81291 -4.19098 -0.009 -0.119 -0.291
H 1.44224 3.55207 3.01776 -0.147 0.107 0.032
H -3.34649 3.67668 5.63566 0.356 -0.013 -0.054
H 5.58910 1.66136 4.28829 -0.070 0.057 -0.103
H 0.83156 0.88933 2.62408 -0.055 -0.352 -0.096
H -3.26748 -1.22141 -3.51885 -0.025 -0.489 -0.159
H 1.88609 -1.12192 -5.13883 0.041 -0.111 -0.047
H 4.07665 3.28768 -1.15795 0.100 -0.020 -0.023
H -0.64533 -0.54200 -0.55582 0.024 0.043 0.047
```
Forces are in eV/Å.

The gap between HOMO and LUMO is 10.78 eV. As for the SMILES: COP(=O)(OC)OC.COP(=O)(OC)OC.COP(=O)(OC)OC.ClCCl.ClCCl.ClCCl. The calculation puts the strongest force on any atom at 1.645 eV Å⁻¹. The total energy is -140557.33143 eV. As for the energy relative to the best compared isomer or geometry (same formula, charge and spin): 0.00 kcal/mol.

Atomic partial charges in e from the Löwdin method, atoms 1 to 4: number 1, Cl, carries 0.567; number 2, Cl, carries 0.526; number 3, Cl, carries 0.508; number 4, Cl, carries 0.505